Formula: C22H29AlBBeCaCl7F4KNaO13P2
Source: OMol25
Level of theory: ωB97M-V with the def2-TZVPD basis set

Structure (XYZ):
```
83
Properties=species:S:1:pos:R:3:lowdin_charge:R:1
C -1.938 2.717 1.785 -0.49
C -1.302 1.435 0.984 -0.28
C -0.532 1.657 -0.445 0.02
C 0.161 0.374 -1.265 0.01
C 0.115 -1.190 -0.672 -0.10
C 0.826 -2.349 -1.580 -0.34
C 1.424 -3.632 -0.758 -0.10
C 2.124 -1.707 -2.418 -0.07
C -0.684 -1.390 0.744 -0.12
O -0.805 -2.719 1.357 -0.20
C -2.144 -2.970 1.910 -0.39
P -3.555 -2.845 0.600 0.90
C -5.074 -2.008 1.478 -0.40
C -6.423 -1.983 0.497 -0.26
C -6.687 -0.490 -0.161 -0.35
C -5.326 0.121 -0.846 -0.09
C -7.790 -0.742 -1.392 -0.28
C -1.384 -0.113 1.556 0.01
H -3.083 2.752 1.543 -0.16
H -1.397 3.736 1.553 0.10
H -1.849 2.497 2.949 -0.06
H -0.473 2.771 -0.867 0.11
H 0.667 0.666 -2.288 0.10
H 0.110 -2.778 -2.432 0.15
H 1.838 -3.276 0.283 0.10
H 2.242 -4.252 -1.358 0.10
H 0.514 -4.361 -0.503 0.09
H 1.785 -0.997 -3.283 0.11
H 2.846 -2.576 -2.754 0.11
H 2.685 -1.023 -1.616 0.04
H -2.145 -4.112 2.260 0.09
H -2.401 -2.350 2.879 0.11
H -3.120 -2.019 -0.498 -0.07
H -5.356 -2.548 2.498 0.11
H -4.772 -0.900 1.715 0.06
H -7.335 -2.195 1.232 0.13
H -6.376 -2.791 -0.357 0.03
H -7.224 0.262 0.577 0.15
H -4.566 0.464 -0.023 0.08
H -4.878 -0.733 -1.535 0.09
H -5.556 1.061 -1.512 0.10
H -8.544 -1.572 -1.037 -0.01
H -7.205 -1.104 -2.350 -0.05
H -8.405 0.233 -1.629 0.14
H -1.940 -0.238 2.605 0.10
Ca -7.844 -2.695 -2.391 1.23
F -1.210 -7.638 3.205 -0.24
Al -1.544 -6.516 4.574 0.06
F -0.065 -5.554 4.935 -0.24
F -2.012 -7.468 6.030 -0.24
F -2.888 -5.405 4.125 -0.27
O 4.061 3.991 -3.056 -0.20
P 2.956 3.037 -2.573 -0.09
O 2.034 3.775 -1.590 -0.22
O 3.595 1.829 -1.868 -0.18
O 2.135 2.551 -3.779 -0.27
Na 2.356 -0.344 -0.323 0.42
K -4.544 3.193 2.293 0.95
Be -2.744 -7.488 2.075 0.58
Cl -0.044 2.315 3.021 0.13
B 6.856 0.839 3.036 -0.92
O 6.602 1.862 4.056 0.24
C 7.206 1.449 5.179 -0.39
O 7.193 2.069 6.230 0.14
C 7.856 0.185 4.949 -0.39
O 8.492 -0.455 5.770 0.14
O 7.664 -0.202 3.680 0.24
O 5.598 0.286 2.524 0.26
C 5.581 0.519 1.204 -0.35
O 4.669 0.187 0.463 0.11
C 6.782 1.208 0.812 -0.38
O 7.070 1.565 -0.319 0.16
O 7.560 1.412 1.885 0.25
C 3.588 3.611 -6.981 -1.53
Cl 4.236 3.598 -8.631 0.50
Cl 1.818 3.539 -7.007 0.50
Cl 4.252 2.263 -6.042 0.56
H 3.888 4.546 -6.501 0.00
C 2.471 7.448 -3.279 -1.52
Cl 1.926 6.998 -1.654 0.54
Cl 2.138 6.143 -4.431 0.54
Cl 1.694 8.952 -3.802 0.49
H 3.551 7.612 -3.247 0.03
```

Summary:
Kohn-Sham gap (eV): 1.550